No. 1
Here is an isolated ion of composition C6H10N3O2 and charge +1 at a distorted geometry from the OMol25 dataset. Energies are from wB97M-V/def2-TZVPD.

Results
- Net charge: +1
- HOMO level: -14.512 eV
- SMILES: CC[C@@](C)(O)N(C#[NH+])N=C=O
- Calculated total energy: -14938.6092 eV

Bonds (Å) are listed after each position.
Positions of all 21 atoms, in Å:
1 C -2.06743 -0.31036 0.51036  N7 1.265, N9 1.175
2 C -1.28852 -3.47803 1.61268  N8 1.238, O10 1.142
3 C -0.41184 1.21150 -0.66154  C5 1.546, H12 1.151, H13 1.109, H14 1.100
4 C 0.70721 -1.58633 -0.53951  C6 1.509, H15 1.159, H16 1.131, H17 1.178
5 C 0.20475 0.65460 0.64253  C3 1.546, C6 1.535, H18 1.105, H19 1.091
6 C 0.25872 -0.87815 0.71492  C4 1.509, C5 1.535, N7 1.598, O11 1.318
7 N -1.28983 -1.25548 0.82915  C1 1.265, C6 1.598, N8 1.398
8 N -1.80558 -2.54559 0.98406  C2 1.238, N7 1.398
9 N -3.03639 0.34481 0.40253  C1 1.175, H20 1.018
10 O -0.99746 -4.47391 2.08894  C2 1.142
11 O 0.90084 -1.05776 1.85226  C6 1.318, H21 1.017
12 H -1.07723 2.11151 -0.39314  C3 1.151
13 H 0.37272 1.59693 -1.34410  C3 1.109
14 H -0.95400 0.37877 -1.13349  C3 1.100
15 H 0.49425 -0.92844 -1.46917  C4 1.159
16 H 0.37824 -2.63476 -0.80704  C4 1.131
17 H 1.87985 -1.64950 -0.44862  C4 1.178
18 H 1.27858 0.88253 0.77135  C5 1.105
19 H -0.19132 1.15573 1.52689  C5 1.091
20 H -3.62711 0.94680 0.97267  N9 1.018
21 H 1.26855 -2.00477 1.81028  O11 1.017


No. 2
Here is a 2-piece molecular cluster, C6H12Si overall at a distorted geometry from the OMol25 dataset. Energies are from wB97M-V/def2-TZVPD.

Results
- HOMO level (alpha / beta): -8.674 / -7.046 eV
- Calculated total energy: -14289.1938 eV

Bonds (Å) are listed after each position.
Positions of all 19 atoms, in Å:
1 C -1.31157 0.40626 0.38464  C2 1.354, C3 1.482, Si7 1.871
2 C -0.50122 1.22002 -0.33263  C1 1.354, C4 1.482, Si7 1.870
3 C -2.59901 0.54922 1.10550  C1 1.482, H8 1.088, H9 1.092, H10 1.091
4 C -0.50393 2.65060 -0.72111  C2 1.482, H11 1.088, H12 1.090, H13 1.091
5 C 0.16364 -1.70050 -1.77247  Si7 1.905, H14 1.087, H15 1.086, H16 1.086
6 C 3.63186 -1.90469 1.61125  H17 1.068, H18 1.070, H19 1.066
7 Si 0.17225 -0.52316 -0.27476  C1 1.871, C2 1.870, C5 1.905
8 H -2.82247 -0.33577 1.69822  C3 1.088
9 H -3.40770 0.69890 0.38719  C3 1.092
10 H -2.57041 1.41863 1.76315  C3 1.091
11 H 0.28888 2.86949 -1.43369  C4 1.088
12 H -0.35815 3.27138 0.16336  C4 1.090
13 H -1.46210 2.92047 -1.16657  C4 1.091
14 H -0.57672 -1.36956 -2.49628  C5 1.087
15 H 1.13450 -1.72027 -2.25856  C5 1.086
16 H -0.08031 -2.71463 -1.46970  C5 1.086
17 H 3.87761 -2.56344 0.80744  C6 1.068
18 H 3.35255 -0.89427 1.39778  C6 1.070
19 H 3.57230 -2.27867 2.60724  C6 1.066